{"formula": "C2H6O2S2", "method": "ωB97M-V/def2-TZVPD", "symbols": ["C", "C", "O", "O", "S", "S", "H", "H", "H", "H", "H", "H"], "coordinates": [[1.9185, 0.1636, 0.8487], [-0.2963, -0.1583, -0.4782], [-2.2753, 0.7352, 0.6630], [-0.7297, 0.4162, 0.5922], [0.0923, 0.8157, -1.9073], [-0.4760, -1.9362, -0.5795], [1.6753, 0.4992, 1.8582], [1.8132, 0.8381, 0.0212], [2.4727, -0.7633, 0.7508], [-2.2975, 1.6947, 1.0565], [-0.2563, -0.1107, -2.9459], [-1.6409, -2.1942, 0.1203]], "atomic_forces_ev_per_a": [[0.03, -0.09, 0.41], [-1.15, -0.53, 0.81], [-1.86, 2.31, 0.52], [1.81, 0.41, 0.17], [-0.60, -1.38, -1.14], [-0.25, -0.32, -0.37], [-0.04, -0.11, -0.46], [0.47, 0.15, 0.08], [-0.13, 0.16, -0.17], [0.50, -2.54, -1.09], [0.43, 1.11, 1.59], [0.79, 0.82, -0.33]], "max_force_ev_per_a": 3.0, "relative_energy_ev": 7.086, "e_lumo_ev": [-0.841, 0.315], "homo_lumo_gap_ev": [7.63, 8.38]}

***

{"formula": "C2H6O2Si", "method": "ωB97M-V/def2-TZVPD", "symbols": ["C", "C", "O", "O", "Si", "H", "H", "H", "H", "H", "H"], "coordinates": [[-0.9365, 1.4042, 1.1966], [-0.4729, 0.3339, 1.8364], [1.3904, -0.5690, -3.4962], [-0.1152, -0.7157, -0.6470], [-0.0403, -1.1461, 0.7600], [-1.3782, 2.2621, 1.7021], [-1.0597, 1.2282, 0.1465], [-0.3664, 0.2240, 2.9056], [1.3179, -1.1043, -2.7402], [0.9109, 0.2499, -3.1155], [0.7500, -2.1672, 1.4516]], "atomic_forces_ev_per_a": [[-0.71, -0.73, 0.61], [0.13, -1.35, 0.39], [-1.13, 3.33, -0.30], [-0.09, -0.38, -3.81], [0.66, 1.81, 3.34], [0.47, 0.06, -0.21], [-0.06, 0.71, -0.58], [-0.11, 0.48, 0.31], [-0.10, -1.55, 1.59], [1.13, -1.79, -1.22], [-0.21, -0.59, -0.13]], "max_force_ev_per_a": 3.9, "relative_energy_ev": 2.725, "e_lumo_ev": -0.908, "homo_lumo_gap_ev": 9.72, "smiles": "C=C[SiH]=O.O"}

***

{"formula": "C2H6O2Si2", "method": "ωB97M-V/def2-TZVPD", "symbols": ["C", "C", "O", "O", "Si", "Si", "H", "H", "H", "H", "H", "H"], "coordinates": [[1.9525, 0.3547, -0.2855], [1.1863, -0.1144, 0.6768], [-1.7017, -0.8397, 0.7776], [-1.2417, 0.6746, -1.1265], [-2.4865, 0.5328, -0.2583], [-0.3492, -0.8834, -0.0300], [2.8985, 0.8067, -0.0142], [1.4965, 0.3378, -1.3297], [1.4367, -0.1185, 1.7497], [-3.6417, -0.1453, -0.8863], [-2.7972, 1.4703, 0.9156], [-0.1149, -2.0295, -0.8281]], "atomic_forces_ev_per_a": [[-0.41, 0.36, -0.94], [-1.07, -1.09, 0.59], [-1.85, 0.77, -0.10], [4.17, -0.98, -1.48], [-1.88, -2.24, 4.36], [-0.55, 3.18, -0.25], [0.14, 0.17, -0.71], [1.37, 0.25, 1.13], [0.04, 0.09, -0.65], [-0.15, 0.43, 0.06], [-0.04, -0.21, -1.14], [0.24, -0.73, -0.88]], "max_force_ev_per_a": 5.2, "relative_energy_ev": 0.422, "e_lumo_ev": 0.293, "homo_lumo_gap_ev": 10.75}

***

{"formula": "C2H6O3", "method": "ωB97M-V/def2-TZVPD", "symbols": ["C", "C", "O", "O", "O", "H", "H", "H", "H", "H", "H"], "coordinates": [[0.1856, -0.6478, -0.3463], [-0.3066, 0.6360, -0.7630], [1.2989, 0.4206, 1.0216], [-0.6402, -1.4557, 0.3043], [-1.6878, 0.8702, -0.6853], [-0.1586, -2.2041, 0.6795], [1.6971, 0.5206, 1.8977], [-1.9662, 0.7550, 0.2311], [1.1140, -1.0395, -0.7413], [0.0919, 0.9837, -1.7134], [0.3722, 1.1610, 0.1151]], "atomic_forces_ev_per_a": [[0.06, -0.29, 0.70], [0.27, 0.74, 0.31], [-0.07, 0.19, -0.02], [0.35, 0.36, -0.30], [-0.01, -0.18, 0.10], [0.00, 0.04, -0.07], [0.06, -0.53, -0.01], [0.03, 0.06, -0.08], [-0.02, -0.01, 0.18], [-0.11, -0.15, -0.03], [-0.56, -0.22, -0.78]], "max_force_ev_per_a": 1.0, "relative_energy_ev": 4.230, "e_lumo_ev": 0.304, "homo_lumo_gap_ev": 9.34}

***

{"formula": "C2H6O3", "method": "ωB97M-V/def2-TZVPD", "symbols": ["O", "O", "C", "C", "H", "H", "H", "H", "O", "H", "H"], "coordinates": [[-0.9455, -2.7397, -1.6886], [-1.4016, -1.0318, -0.1957], [-1.6993, -2.0165, -1.0757], [-0.0801, -1.0212, 0.3237], [-2.8051, -2.0672, -1.1240], [0.0120, -0.2314, 1.0881], [0.6321, -0.8073, -0.4909], [0.1895, -1.9876, 0.7821], [2.3314, 4.2350, 0.7802], [2.0900, 3.5675, 0.0987], [1.6765, 4.1004, 1.5022]], "atomic_forces_ev_per_a": [[-0.61, 1.10, 1.10], [-0.19, -0.69, -0.02], [0.02, -0.41, -0.34], [1.23, 0.15, -0.13], [0.36, 0.02, -0.28], [-0.39, -0.33, -0.44], [-0.18, -0.14, 0.36], [-0.24, 0.31, -0.26], [-0.92, -0.84, 0.05], [0.23, 0.72, 0.75], [0.69, 0.13, -0.80]], "max_force_ev_per_a": 1.7, "relative_energy_ev": 1.231, "e_lumo_ev": 0.420, "homo_lumo_gap_ev": 11.43, "smiles": "COC=O.O"}

***

{"formula": "C2H6O3P", "method": "ωB97M-V/def2-TZVPD", "symbols": ["C", "C", "O", "O", "O", "P", "H", "H", "H", "H", "H", "H"], "coordinates": [[-0.2786, 1.5798, -0.8686], [0.0417, 0.8300, 0.3868], [0.5158, -1.4912, -1.1929], [-1.1756, -1.3060, 0.6317], [0.0504, 1.4027, 1.4451], [0.4865, -1.2193, 0.2226], [0.6627, 1.6282, -1.3867], [-1.0087, 0.9792, -1.4669], [-0.6353, 2.7106, -0.7567], [1.8181, -1.1120, 0.7306], [-1.0002, -1.4219, 1.4995], [0.5231, -2.5801, 0.7554]], "atomic_forces_ev_per_a": [[-1.56, 1.44, -0.65], [0.97, -1.42, -0.03], [0.57, -0.13, -4.37], [-0.49, 0.93, -3.64], [0.01, 0.54, 1.32], [-1.05, 0.37, 1.13], [0.38, -0.15, -0.67], [0.71, 0.58, 0.26], [0.52, -2.40, 0.22], [0.20, 1.07, 0.53], [-0.36, -0.82, 5.10], [0.10, -0.02, 0.81]], "max_force_ev_per_a": 5.2, "relative_energy_ev": 4.030, "charge": -1, "e_lumo_ev": 4.247, "homo_lumo_gap_ev": 7.66, "smiles": "CC(=O)[PH2]([O-])O"}

***

{"formula": "C2H6O3P2", "method": "ωB97M-V/def2-TZVPD", "symbols": ["C", "C", "O", "O", "O", "P", "P", "H", "H", "H", "H", "H", "H"], "coordinates": [[1.0377, -0.7223, -0.1146], [-0.1338, -0.0556, 0.5564], [-2.1311, -0.9656, -1.2551], [-2.1278, 1.4783, -0.3691], [-2.8473, -0.4757, 1.1125], [-0.8666, 2.2726, 0.2394], [-1.9068, -0.2219, 0.0137], [1.9570, -0.5515, 0.2987], [0.8991, -1.8337, -0.0046], [1.1568, -0.4896, -1.1460], [-0.2318, -0.0006, 1.6368], [5.3141, -1.1331, 0.0997], [-0.1194, 2.6987, -1.0677]], "atomic_forces_ev_per_a": [[-2.35, -1.52, 0.19], [-1.72, 2.92, -0.52], [0.74, 0.08, -0.21], [-0.33, -0.48, 0.06], [-0.20, -0.06, 1.63], [1.96, -1.78, -0.98], [-0.17, 0.34, -1.89], [2.38, 0.74, 1.46], [0.00, 0.79, -0.34], [-0.39, 0.10, -0.92], [0.70, -0.43, 0.16], [0.01, -0.01, 0.01], [-0.64, -0.69, 1.35]], "max_force_ev_per_a": 3.4, "relative_energy_ev": 2.347, "charge": -2, "e_lumo_ev": 5.921, "homo_lumo_gap_ev": 4.34}

***

{"formula": "C2H6O3S2", "method": "ωB97M-V/def2-TZVPD", "symbols": ["C", "C", "O", "O", "O", "S", "S", "H", "H", "H", "H", "H", "H"], "coordinates": [[1.9695, -2.0510, -1.7929], [1.0330, -1.8567, -0.9096], [-0.3975, 0.8673, 2.2413], [-2.3012, 2.2574, 1.9591], [-1.5277, 3.1209, -0.2049], [-1.3081, 1.4753, -0.5195], [-1.8299, 0.9627, 1.5287], [2.7929, -1.4040, -1.6384], [0.0192, -0.0227, 2.3339], [1.8511, -2.6440, -2.7816], [0.1419, -2.5246, -0.9991], [1.2876, -1.2301, -0.0687], [-1.7309, 3.0496, 0.8519]], "atomic_forces_ev_per_a": [[0.11, -0.33, -2.72], [-1.54, -1.89, 0.31], [1.28, -0.44, 0.55], [-0.52, 1.33, 0.86], [0.26, -1.54, 1.24], [-0.37, 1.31, 0.74], [0.17, -2.23, -1.10], [1.32, 0.13, -0.52], [-0.81, 0.70, -0.30], [0.34, 0.92, 2.07], [0.38, 1.13, 0.63], [-0.61, 0.06, 0.24], [0.00, 0.85, -2.00]], "max_force_ev_per_a": 2.7, "relative_energy_ev": 2.523, "e_lumo_ev": 0.093, "homo_lumo_gap_ev": 9.00}